No. 1
Density functional theory data (ωB97M-V/def2-TZVPD) for C5H7IO in the gas phase at a distorted geometry.

Output
ΔE to the lowest compared entry with this formula, charge and spin   12.1 kcal/mol
Gap between HOMO and LUMO (alpha / beta)   0.2099 / 0.2736 Eh
E_LUMO (alpha / beta)   0.57 / -2.17 eV
E   -567.4361 a.u.
2S+1   3

Last column: Mulliken spin population.
Atoms and positions in Å:
1 C -1.48 -0.45 0.94  0.856
2 C -0.52 -0.18 1.84  0.845
3 C -0.97 -0.18 -0.44  -0.061
4 C 0.35 0.49 -0.34  0.010
5 C 0.91 0.10 1.04  0.011
6 O 1.65 -1.08 1.20  0.025
7 I -0.59 -0.29 3.91  0.138
8 H -2.43 -0.97 1.05  0.028
9 H -0.74 -1.08 -1.02  0.084
10 H -1.81 0.38 -1.02  0.047
11 H 0.84 0.00 -1.12  -0.004
12 H 0.46 1.58 -0.57  0.000
13 H 1.59 0.91 1.40  0.027
14 H 2.47 -0.83 0.82  -0.005

---

No. 2
Density functional theory data (ωB97M-V/def2-TZVPD) for 2 unconnected molecules or ions with the total composition C5H13N3 at a distorted geometry.

Output
Net charge   +1
ΔE to the lowest compared entry with this formula, charge and spin   23.5 kcal/mol
Gap between HOMO and LUMO (alpha / beta)   0.3752 / 0.2204 Eh
E_LUMO (alpha / beta)   -3.67 / -7.88 eV
E   -362.2266 a.u.
2S+1   2

Last column: Mulliken spin population.
Atoms and positions in Å:
1 C 0.24 -2.40 -0.51  0.001
2 C 1.21 -1.81 0.49  -0.001
3 C 2.46 0.10 0.25  0.000
4 N 1.28 -0.34 0.37  0.002
5 H -0.01 -3.44 -0.30  0.000
6 H -0.69 -1.83 -0.55  0.000
7 H 0.60 -2.46 -1.54  0.000
8 H 2.19 -2.28 0.41  0.000
9 H 0.81 -2.02 1.49  0.000
10 H 3.35 -0.52 0.33  0.000
11 H 2.64 1.15 0.04  0.000
12 C -2.18 0.82 0.93  0.012
13 N -0.61 1.83 -1.31  0.222
14 C -1.26 2.61 -0.42  -0.005
15 N -1.82 2.20 0.65  0.685
16 H -3.06 0.83 1.58  0.038
17 H -1.34 0.34 1.43  0.046
18 H -2.43 0.29 0.01  0.002
19 H 0.14 2.32 -1.79  -0.011
20 H -0.27 0.94 -0.92  -0.013
21 H -1.25 3.68 -0.65  0.022

---

No. 3
Density functional theory data (ωB97M-V/def2-TZVPD) for 2 unconnected molecules or ions with the total composition C4H12NO2S at a distorted geometry.

Output
Net charge   -1
ΔE to the lowest compared entry with this formula, charge and spin   32.8 kcal/mol
Gap between HOMO and LUMO   0.2224 Eh
E_LUMO   2.83 eV
E   -763.0130 a.u.

Last column: Löwdin charge in e.
Atoms and positions in Å:
1 C -1.02 0.84 -0.76  -0.471
2 O -1.81 1.79 -0.24  -0.328
3 C -0.02 0.18 0.24  -0.456
4 C 1.06 -0.53 -0.54  -0.287
5 C 1.92 -1.62 0.09  -0.550
6 S 3.11 -2.38 -1.10  0.648
7 N 0.39 1.09 1.30  0.024
8 H -1.62 0.01 -1.22  0.100
9 H -0.25 1.29 -1.47  0.097
10 H -0.54 -0.61 0.86  0.128
11 H 0.56 -0.98 -1.43  0.111
12 H 1.67 0.34 -0.86  0.112
13 H 1.44 -2.33 0.76  0.078
14 H 2.73 -1.13 0.64  0.037
15 H 2.23 -3.19 -1.67  -0.187
16 H 1.28 1.56 1.24  0.048
17 H -0.39 1.69 1.52  0.053
18 H -3.98 1.37 0.27  -0.007
19 H -2.88 1.22 1.14  0.007
20 O -3.87 1.40 1.22  -0.159

---

No. 4
Density functional theory data (ωB97M-V/def2-TZVPD) for a molecular structure, C13H24BiCl2N3P at a distorted geometry.

Output
Net charge   -1
ΔE to the lowest compared entry with this formula, charge and spin   74.0 kcal/mol
Gap between HOMO and LUMO (alpha / beta)   0.2028 / 0.2030 Eh
E_LUMO (alpha / beta)   2.89 / 2.89 eV
E   -2150.2493 a.u.

Last column: Löwdin charge in e.
Atoms and positions in Å:
1 Bi -1.44 -0.28 -0.78  1.141
2 Cl -3.22 1.60 -0.81  -0.244
3 Cl 0.79 -1.99 -1.00  -0.177
4 C -2.23 -1.49 -2.40  -0.374
5 H -1.75 -2.45 -2.49  0.015
6 H -3.31 -1.38 -2.50  0.039
7 C 0.02 0.93 -1.97  -0.419
8 C -1.40 -0.32 -3.04  -0.479
9 H 0.85 1.05 -1.23  -0.001
10 C -2.29 0.54 -3.90  -0.261
11 H -0.51 -0.69 -3.54  0.084
12 C -1.61 1.65 -4.69  -0.234
13 H -2.85 -0.13 -4.58  0.121
14 H -3.02 1.03 -3.23  0.038
15 C -0.77 2.53 -3.77  -0.230
16 H -0.98 1.18 -5.47  0.106
17 H -2.38 2.24 -5.18  0.097
18 C 0.37 1.67 -3.22  -0.348
19 H -0.38 3.41 -4.32  0.097
20 H -1.37 2.93 -2.95  0.092
21 H 0.78 1.03 -4.03  0.098
22 H 1.21 2.37 -2.96  0.105
23 C 0.51 -1.36 4.51  -0.189
24 N 0.76 -2.14 3.29  -0.179
25 C 2.18 -2.04 2.89  -0.168
26 N 2.62 -0.63 2.73  -0.179
27 C 2.34 0.12 3.97  -0.191
28 N 0.92 0.06 4.37  -0.180
29 C 0.06 0.78 3.43  -0.347
30 P 0.16 0.04 1.71  0.854
31 C -0.15 -1.75 2.23  -0.383
32 C 2.04 0.01 1.56  -0.356
33 H 1.11 -1.80 5.32  0.115
34 H -0.56 -1.39 4.74  0.118
35 H 2.33 -2.57 1.94  0.121
36 H 2.78 -2.48 3.69  0.117
37 H 2.62 1.18 3.81  0.118
38 H 2.94 -0.33 4.78  0.116
39 H -0.99 0.74 3.74  0.079
40 H 0.37 1.84 3.35  0.079
41 H -0.01 -2.39 1.34  0.000
42 H -1.19 -1.81 2.57  0.082
43 H 2.37 1.06 1.48  0.083
44 H 2.28 -0.54 0.64  0.025

---

No. 5
Density functional theory data (ωB97M-V/def2-TZVPD) for 2 unconnected molecules or ions with the total composition C8H19BFO2.

Output
Net charge   -1
Gap between HOMO and LUMO   0.2419 Eh
E_LUMO   2.66 eV
E   -591.4734 a.u.

Last column: Löwdin charge in e.
Atoms and positions in Å:
1 C 0.71 -0.45 -1.73  -0.111
2 C 0.49 -1.94 -1.96  -0.468
3 C -0.82 -2.41 -1.31  -0.094
4 C 1.72 -2.74 -1.49  -0.213
5 B 2.08 -2.79 0.11  -0.631
6 F 3.29 -3.60 0.27  -0.157
7 H 0.96 -0.27 -0.68  0.046
8 H 1.53 -0.08 -2.34  0.066
9 H -0.19 0.14 -1.97  0.063
10 H 0.38 -2.09 -3.05  0.106
11 H -0.73 -3.45 -0.97  0.065
12 H -1.09 -1.81 -0.45  0.051
13 H -1.65 -2.35 -2.02  0.057
14 H 1.61 -3.78 -1.85  0.079
15 H 2.60 -2.35 -2.01  0.078
16 H 1.16 -3.29 0.78  0.034
17 H 2.31 -1.64 0.55  0.031
18 O -0.82 -0.23 1.48  0.129
19 C -0.95 0.94 1.70  -0.514
20 O -1.96 1.61 1.07  -0.011
21 C -2.14 3.02 1.20  -0.254
22 C -1.20 3.80 0.30  -0.065
23 C 0.00 1.69 2.60  0.014
24 H -2.04 3.33 2.24  0.103
25 H -3.17 3.18 0.90  0.118
26 H -0.16 3.66 0.59  0.067
27 H -1.43 4.87 0.36  0.075
28 H -1.32 3.48 -0.73  0.083
29 H 0.83 2.03 1.98  0.093
30 H 0.40 0.97 3.31  0.092
31 H -0.42 2.55 3.12  0.066